Computed, not measured: C30H37F5I2NOPS4Tc as an isolated structure at a distorted geometry, with ωB97M-V with the def2-TZVPD basis set.

Geometry as ORCA input:
```
! RIJCOSX wB97M-V def2-TZVPD def2/J DEFGRID3
* xyz 2 4
Tc 0.29859 0.43660 0.35224
C -2.41119 -2.06870 4.75131
C -1.80513 -0.78409 5.30160
S -0.67452 0.07782 4.15920
C -1.59423 1.54553 3.66839
C -2.62694 1.38026 2.56375
S -2.08400 0.66460 0.97582
C -2.92613 -0.95540 0.89562
C -2.57140 -2.01697 1.93651
S -3.62020 -1.89591 3.41364
H -2.95723 -2.57661 5.55069
H -1.62603 -2.75645 4.42925
H -1.21900 -1.00502 6.19295
H -2.58896 -0.08731 5.60169
H -0.84984 2.29880 3.40735
H -2.11304 1.93666 4.54931
H -3.10185 2.32757 2.30071
H -3.39001 0.67939 2.89168
H -2.70285 -1.32839 -0.10216
H -3.98740 -0.70329 0.90973
H -1.53039 -1.93896 2.22945
H -2.71917 -2.99461 1.47328
I -0.00671 -4.50377 1.85536
C 1.61741 -3.35996 1.30938
C 2.91337 -3.96805 1.29741
C 4.02103 -3.28428 0.91268
I 5.85636 -4.22417 0.94615
C 3.89204 -1.93236 0.48997
C 4.94344 -1.09289 0.07902
C 4.69128 0.20432 -0.29230
C 3.38396 0.67249 -0.28134
N 2.35774 -0.09956 0.06219
C 2.60777 -1.38047 0.49441
C 1.48307 -2.07186 0.93449
O 0.28683 -1.37242 0.92208
H 3.00242 -5.00166 1.60671
H 5.95902 -1.47522 0.07379
H 5.48899 0.87090 -0.59143
H 3.16752 1.69221 -0.56591
F 0.84572 7.10413 0.42915
C 0.94485 5.87372 0.83250
C 0.52593 4.84588 -0.00938
F 0.05124 5.11480 -1.20698
C 0.64260 3.57895 0.46150
F 0.24204 2.56852 -0.36859
C 1.14742 3.23365 1.70523
S 1.26957 1.59827 2.23393
C 1.56963 4.29522 2.51046
F 2.06547 4.06115 3.69792
C 1.46392 5.59959 2.08271
F 1.85737 6.58613 2.84987
C 0.36110 -0.42958 -4.65796
C 0.38347 0.47508 -3.41204
C 1.80334 0.95824 -3.13697
P -0.51031 -0.23663 -1.96684
C -2.22526 0.37704 -2.27487
C -2.74964 0.14274 -3.70391
C -2.34718 1.88870 -1.98844
C -0.45948 -2.07325 -1.91784
C 0.96780 -2.60026 -2.15293
C -1.46566 -2.84378 -2.77847
H 0.64964 0.17393 -5.52252
H -0.61140 -0.86462 -4.87736
H 1.08737 -1.23891 -4.57796
H -0.22591 1.35701 -3.61654
H 2.45484 0.13927 -2.81974
H 1.82382 1.74776 -2.37967
H 2.23134 1.37949 -4.05322
H -2.85594 -0.17050 -1.57874
H -2.19653 0.74846 -4.42568
H -3.78556 0.48842 -3.73355
H -2.74097 -0.88714 -4.03972
H -1.85743 2.46990 -2.77856
H -1.94956 2.20581 -1.02740
H -3.40435 2.16740 -2.00245
H -0.71833 -2.25098 -0.87405
H 1.17642 -2.68696 -3.21996
H 1.05284 -3.60241 -1.72331
H 1.75524 -1.98744 -1.71778
H -1.30615 -2.69524 -3.85041
H -2.50581 -2.61081 -2.53968
H -1.32216 -3.90951 -2.57439
*
```

Computed properties:
F_max = 1.534 eV Å⁻¹
LUMO energy (alpha / beta) = -5.98 / -8.40 eV
ΔE to the lowest compared entry with this formula, charge and spin = 9.4 kcal/mol

These are the Löwdin partial charges, in e, on atoms 1 to 8:
1. Tc 1.10
2. C -0.53
3. C -0.49
4. S 0.84
5. C -0.55
6. C -0.43
7. S 0.88
8. C -0.45